1.
Entry from the Open Molecules 2025 dataset: a cluster of 7 separate species, C34H77N3O4 in total (ωB97M-V/def2-TZVPD).

Geometry (Å):
1 C -3.63 3.02 -1.32
2 C -3.59 1.91 -2.53
3 N -4.86 1.71 -3.23
4 C -4.71 0.75 -4.31
5 C -4.48 -0.65 -3.69
6 C -5.73 2.86 -3.61
7 C -6.90 2.91 -2.59
8 H -2.67 3.16 -0.81
9 H -4.32 2.80 -0.51
10 H -3.93 3.95 -1.79
11 H -2.86 2.13 -3.32
12 H -3.11 1.05 -2.09
13 H -5.50 0.81 -5.07
14 H -3.88 0.93 -4.99
15 H -5.48 -1.06 -3.51
16 H -3.90 -1.41 -4.20
17 H -4.14 -0.65 -2.65
18 H -6.14 2.87 -4.62
19 H -5.15 3.78 -3.48
20 H -7.63 3.70 -2.78
21 H -6.57 3.15 -1.58
22 H -7.46 1.98 -2.59
23 C 5.64 -1.08 1.56
24 C 6.42 0.18 1.17
25 N 5.90 1.51 1.69
26 C 4.51 1.76 1.45
27 C 3.48 1.18 2.40
28 C 6.36 2.27 2.82
29 C 7.86 2.27 2.89
30 H 4.62 -1.15 1.18
31 H 5.54 -1.14 2.64
32 H 6.28 -1.93 1.33
33 H 7.49 0.06 1.32
34 H 6.35 0.36 0.09
35 H 4.37 2.84 1.30
36 H 4.25 1.32 0.49
37 H 3.62 1.78 3.30
38 H 2.47 1.27 2.01
39 H 3.57 0.13 2.70
40 H 5.99 1.74 3.70
41 H 5.91 3.26 2.89
42 H 8.35 1.30 2.87
43 H 8.20 2.72 3.82
44 H 8.27 2.97 2.15
45 C -4.88 -5.00 -0.24
46 C -3.56 -5.86 -0.47
47 N -2.37 -5.09 -0.33
48 C -1.21 -5.97 -0.34
49 C 0.15 -5.28 -0.26
50 C -2.26 -3.83 -1.11
51 C -2.33 -4.06 -2.63
52 H -4.77 -4.14 0.42
53 H -5.59 -5.66 0.24
54 H -5.32 -4.57 -1.14
55 H -3.54 -6.65 0.28
56 H -3.63 -6.45 -1.38
57 H -1.26 -6.65 0.50
58 H -1.12 -6.74 -1.11
59 H 1.02 -5.93 -0.15
60 H 0.22 -4.72 -1.19
61 H 0.28 -4.52 0.52
62 H -1.35 -3.28 -0.89
63 H -3.11 -3.22 -0.80
64 H -3.29 -4.47 -2.95
65 H -1.59 -4.79 -2.96
66 H -2.18 -3.15 -3.21
67 C 2.19 3.72 -5.44
68 C 1.26 3.77 -4.18
69 C 0.40 2.51 -4.43
70 O 0.35 2.27 -5.85
71 C 1.10 3.31 -6.44
72 H 2.87 2.88 -5.33
73 H 2.64 4.67 -5.74
74 H 0.73 4.72 -4.12
75 H 1.87 3.70 -3.28
76 H -0.60 2.46 -4.01
77 H 0.97 1.71 -3.95
78 H 0.52 4.20 -6.70
79 H 1.43 2.98 -7.43
80 C 2.73 -2.12 4.56
81 C 1.77 -2.37 3.32
82 C 1.75 -3.87 3.21
83 O 3.07 -4.27 3.68
84 C 3.36 -3.49 4.90
85 H 2.18 -1.70 5.41
86 H 3.54 -1.44 4.30
87 H 2.25 -1.96 2.43
88 H 0.86 -1.78 3.40
89 H 1.49 -4.09 2.17
90 H 0.91 -4.20 3.82
91 H 4.43 -3.36 5.04
92 H 2.91 -4.03 5.73
93 C -2.63 3.57 4.42
94 C -1.54 2.49 4.71
95 C -0.20 2.99 4.13
96 O -0.36 4.44 4.13
97 C -1.70 4.78 4.00
98 H -3.21 3.84 5.30
99 H -3.19 3.21 3.55
100 H -1.81 1.55 4.22
101 H -1.46 2.17 5.75
102 H 0.07 2.47 3.22
103 H 0.52 2.74 4.91
104 H -1.90 5.08 2.98
105 H -1.78 5.67 4.62
106 C 1.04 -1.01 0.04
107 C -0.04 -0.22 0.78
108 C -0.07 1.12 -0.01
109 O 0.27 0.70 -1.33
110 C 0.73 -0.67 -1.42
111 H 0.89 -2.07 0.23
112 H 2.03 -0.73 0.40
113 H 0.12 -0.03 1.85
114 H -0.99 -0.74 0.70
115 H 0.67 1.81 0.40
116 H -1.12 1.43 0.01
117 H 1.57 -0.79 -2.10
118 H -0.05 -1.28 -1.87

2S+1: 2
Frontier orbital gap (spin up / spin down) (eV): 6.758 / 2.595
Total charge: +1
LUMO (spin up / spin down) (hartree): -0.094 / -0.247

---

2.
Entry from the Open Molecules 2025 dataset: a cluster of 3 separate species, C32H54FN5O7S in total (ωB97M-V/def2-TZVPD).

Geometry (Å):
1 C -0.17 -7.67 -3.34
2 C 0.62 -7.13 -4.54
3 O 1.18 -7.92 -5.26
4 O 0.76 -5.79 -4.80
5 C -0.44 -5.18 -5.30
6 C -0.19 -4.08 -6.37
7 C 1.27 -3.92 -6.83
8 C 2.26 -3.38 -5.76
9 C 1.74 -2.18 -4.89
10 C 2.21 -2.42 -3.44
11 C 1.30 -2.48 -2.32
12 C 1.73 -2.73 -1.04
13 C 0.75 -2.74 0.15
14 C -0.73 -3.00 -0.25
15 C -1.54 -1.68 -0.34
16 C -3.00 -1.88 -0.83
17 S -3.08 -1.92 -2.63
18 O -4.42 -2.07 -3.11
19 O -2.44 -0.78 -3.22
20 O -2.25 -3.24 -3.11
21 C 3.12 -2.94 -0.76
22 N 3.49 -3.18 0.55
23 C 4.77 -3.39 0.63
24 O 5.28 -3.64 1.88
25 C 5.70 -3.37 -0.47
26 O 7.06 -3.63 -0.21
27 C 7.55 -4.28 -1.26
28 N 7.99 -4.86 -2.16
29 N 5.36 -3.11 -1.68
30 C 4.01 -2.89 -1.84
31 C 3.53 -2.62 -3.15
32 F 4.44 -2.56 -4.14
33 H -1.10 -8.13 -3.70
34 H -0.33 -6.94 -2.53
35 H 0.43 -8.49 -2.92
36 H -1.08 -4.76 -4.51
37 H -1.05 -6.00 -5.75
38 H -0.67 -3.14 -6.05
39 H -0.77 -4.39 -7.27
40 H 1.28 -3.25 -7.71
41 H 1.67 -4.89 -7.17
42 H 2.56 -4.19 -5.09
43 H 3.19 -3.03 -6.25
44 H 0.65 -2.07 -4.86
45 H 2.22 -1.25 -5.23
46 H 0.23 -2.32 -2.50
47 H 0.87 -1.84 0.78
48 H 1.07 -3.59 0.78
49 H -1.17 -3.59 0.58
50 H -0.76 -3.63 -1.15
51 H -1.62 -1.28 0.68
52 H -1.00 -0.95 -0.96
53 H -3.65 -1.04 -0.52
54 H -3.44 -2.83 -0.48
55 H -2.49 -4.00 -2.56
56 H 5.61 -4.55 1.88
57 C 1.80 0.89 1.80
58 C 1.08 1.80 0.82
59 N -0.10 2.43 1.38
60 C -0.95 3.07 0.38
61 C -0.37 4.26 -0.39
62 C 0.10 3.19 2.60
63 C 1.12 4.34 2.57
64 H 1.12 0.14 2.21
65 H 2.61 0.37 1.29
66 H 2.25 1.44 2.63
67 H 0.77 1.18 -0.03
68 H 1.79 2.54 0.43
69 H -1.88 3.38 0.85
70 H -1.23 2.30 -0.35
71 H -0.33 5.16 0.22
72 H -1.01 4.48 -1.25
73 H 0.63 4.06 -0.78
74 H 0.41 2.50 3.39
75 H -0.86 3.58 2.95
76 H 2.05 4.07 2.07
77 H 1.38 4.63 3.59
78 H 0.71 5.23 2.09
79 C -4.62 7.40 7.27
80 C -3.37 7.37 6.40
81 N -2.76 6.05 6.31
82 C -1.43 6.08 5.72
83 C -1.30 6.51 4.26
84 C -3.62 4.97 5.86
85 C -4.30 5.12 4.49
86 H -4.41 7.01 8.27
87 H -4.97 8.43 7.38
88 H -5.44 6.82 6.84
89 H -2.65 8.06 6.84
90 H -3.62 7.77 5.41
91 H -0.97 5.09 5.84
92 H -0.81 6.74 6.33
93 H -1.64 5.73 3.58
94 H -0.25 6.70 4.02
95 H -1.85 7.43 4.05
96 H -4.41 4.83 6.61
97 H -3.06 4.04 5.88
98 H -4.72 6.11 4.34
99 H -5.12 4.40 4.41
100 H -3.61 4.91 3.68

Structure (SMILES): CC(=O)OCCCCCc1cc(CCCCS(=O)(=O)O)c2nc(O)c(OC#N)nc2c1F.CCN(CC)CC.CCN(CC)CC
Frontier orbital gap (eV): 7.483
LUMO (hartree): -0.028

---

3.
Entry from the Open Molecules 2025 dataset: a cluster of 2 separate species, C3H5Cl3 in total (ωB97M-V/def2-TZVPD).

Geometry (Å):
1 C 0.34 -0.81 -1.15
2 C -0.93 0.90 1.02
3 C 0.77 0.01 0.06
4 Cl -2.21 -0.24 1.12
5 Cl 1.60 -0.91 1.38
6 Cl 1.72 1.46 -0.34
7 H 0.54 -1.91 -1.03
8 H -0.76 -0.87 -1.09
9 H 0.64 -0.43 -2.04
10 H -0.70 1.23 1.98
11 H -1.00 1.58 0.10

2S+1: 3
Frontier orbital gap (spin up / spin down) (eV): 6.998 / 8.763
ΔE to the lowest compared entry with this formula, charge and spin (kJ/mol): 159.1
LUMO (spin up / spin down) (hartree): 0.029 / -0.086

---

4.
Entry from the Open Molecules 2025 dataset: the molecule C5H8O (ωB97M-V/def2-TZVPD).

Geometry (Å):
1 C -2.10 1.22 1.98
2 C -1.33 1.14 0.90
3 C -0.52 0.01 0.58
4 C 0.36 0.00 -0.42
5 C 1.22 -1.16 -0.78
6 O 2.02 -1.00 -1.97
7 H -2.35 0.38 2.64
8 H -2.82 2.02 2.28
9 H -1.34 1.97 0.18
10 H -0.78 -0.90 1.13
11 H 0.52 0.85 -1.04
12 H 0.80 -2.17 -0.73
13 H 1.93 -1.09 0.10
14 H 1.93 -0.05 -2.21

Structure (SMILES): C=C/C=C/CO
Frontier orbital gap (eV): 9.622
ΔE to the lowest compared entry with this formula, charge and spin (kJ/mol): 208.0
LUMO (hartree): 0.034

---

5.
Entry from the Open Molecules 2025 dataset: a cluster of 10 separate species, C30H40Cl9F18NO13 in total (ωB97M-V/def2-TZVPD).

Geometry (Å):
1 C -1.44 -4.15 -2.53
2 C -1.90 -3.78 -1.09
3 O -2.46 -2.46 -1.07
4 C -2.93 -2.01 0.14
5 O -3.05 -2.79 1.14
6 C -3.49 -0.57 0.08
7 F -3.02 0.03 -1.00
8 F -4.77 -0.78 -0.10
9 F -3.35 0.25 1.13
10 H -1.22 -3.33 -3.21
11 H -2.21 -4.48 -3.24
12 H -0.61 -4.85 -2.59
13 H -1.08 -3.76 -0.39
14 H -2.52 -4.61 -0.74
15 C 2.39 -0.24 -6.49
16 C 3.15 -0.19 -5.21
17 O 4.44 -0.83 -5.39
18 C 5.52 -0.12 -5.83
19 O 5.37 1.01 -6.29
20 C 6.87 -0.68 -5.42
21 F 6.71 -1.74 -4.65
22 F 7.40 -1.15 -6.51
23 F 7.58 0.23 -4.75
24 H 2.63 0.53 -7.22
25 H 1.34 -0.05 -6.27
26 H 2.53 -1.20 -6.99
27 H 2.76 -0.88 -4.47
28 H 3.29 0.80 -4.79
29 C -3.22 -0.57 -9.58
30 C -2.85 0.57 -8.75
31 O -2.99 0.19 -7.37
32 C -2.03 0.45 -6.40
33 O -0.97 1.06 -6.57
34 C -2.44 -0.05 -5.03
35 F -3.66 -0.60 -5.05
36 F -1.54 -0.96 -4.57
37 F -2.53 0.98 -4.21
38 H -2.46 -1.35 -9.65
39 H -3.20 -0.28 -10.63
40 H -4.15 -1.03 -9.24
41 H -3.35 1.52 -8.94
42 H -1.81 0.76 -9.05
43 C 4.16 2.19 0.02
44 C 4.25 2.48 1.50
45 O 3.34 3.64 1.69
46 C 2.08 3.42 2.26
47 O 1.66 2.32 2.48
48 C 1.34 4.66 2.63
49 F 0.78 4.77 3.88
50 F 2.11 5.76 2.51
51 F 0.31 4.74 1.76
52 H 3.13 2.09 -0.30
53 H 4.66 1.27 -0.28
54 H 4.62 2.98 -0.58
55 H 5.25 2.73 1.84
56 H 3.94 1.60 2.06
57 C -1.32 -1.03 7.66
58 C -0.04 -0.36 7.41
59 O 0.58 -0.78 6.22
60 C 1.90 -0.56 5.89
61 O 2.76 -0.06 6.66
62 C 2.33 -0.94 4.46
63 F 3.21 -1.98 4.46
64 F 1.25 -1.35 3.73
65 F 2.84 0.13 3.92
66 H -1.89 -0.47 8.41
67 H -1.10 -1.99 8.13
68 H -2.04 -1.18 6.85
69 H 0.64 -0.72 8.17
70 H 0.06 0.73 7.39
71 C -4.12 1.08 7.80
72 C -4.43 1.26 6.36
73 O -3.35 1.11 5.48
74 C -2.76 2.26 4.95
75 O -3.20 3.39 5.11
76 C -1.35 1.99 4.28
77 F -0.33 2.45 4.99
78 F -1.17 0.68 4.02
79 F -1.34 2.60 3.16
80 H -4.99 1.44 8.35
81 H -3.24 1.64 8.08
82 H -4.07 0.12 8.32
83 H -4.98 2.20 6.30
84 H -5.16 0.48 6.13
85 Cl 3.69 -3.67 -0.18
86 C 4.14 -3.01 -1.75
87 Cl 4.49 -1.25 -1.57
88 Cl 3.03 -3.28 -3.11
89 H 5.11 -3.44 -2.02
90 Cl -0.38 -3.32 2.50
91 C -1.05 -4.69 3.53
92 Cl -0.09 -4.74 5.04
93 Cl -0.87 -6.18 2.56
94 H -2.09 -4.41 3.70
95 Cl -2.82 5.26 2.00
96 C -3.36 4.41 0.50
97 Cl -2.64 5.06 -1.04
98 Cl -5.10 4.55 0.41
99 H -3.14 3.34 0.57
100 C 1.10 -0.90 0.22
101 N 0.24 0.13 -0.38
102 C 0.18 0.03 -1.87
103 C -0.39 1.14 0.27
104 O -0.99 2.06 -0.30
105 H 2.16 -0.64 0.19
106 H 0.99 -1.87 -0.27
107 H 0.88 -1.04 1.29
108 H -0.40 0.83 -2.33
109 H 1.03 -0.09 -2.54
110 H -0.29 -0.92 -2.11
111 H -0.51 0.97 1.36

Structure (SMILES): CCOC(=O)C(F)(F)F.CCOC(=O)C(F)(F)F.CCOC(=O)C(F)(F)F.CCOC(=O)C(F)(F)F.CCOC(=O)C(F)(F)F.CCOC(=O)C(F)(F)F.ClC(Cl)Cl.ClC(Cl)Cl.ClC(Cl)Cl.CN(C)C=O
Frontier orbital gap (eV): 9.509
ΔE to the lowest compared entry with this formula, charge and spin (kJ/mol): 173.7
LUMO (hartree): 0.007

---

6.
Entry from the Open Molecules 2025 dataset: the molecule C15H22N2O4 (ωB97M-V/def2-TZVPD).

Geometry (Å):
1 C -0.15 2.79 -5.04
2 C -1.11 3.23 -3.96
3 C -1.05 2.19 -2.61
4 C -2.42 2.60 -1.88
5 C -0.05 2.36 -1.34
6 N 0.64 3.63 -1.15
7 C 1.08 1.26 -1.58
8 O 2.08 1.69 -2.25
9 N 0.94 -0.18 -1.43
10 C 0.47 -0.89 -0.38
11 C 0.78 -0.38 1.05
12 C 0.71 -1.33 2.19
13 C -0.24 -1.12 3.18
14 C -0.29 -1.96 4.23
15 C 0.39 -3.14 4.33
16 O 0.00 -3.97 5.27
17 C 1.62 -3.10 3.47
18 C 1.83 -2.22 2.47
19 C -1.08 -1.10 -0.70
20 O -1.56 -0.93 -1.87
21 O -1.92 -1.41 0.33
22 H 0.05 3.72 -5.63
23 H -0.53 2.03 -5.62
24 H 0.72 2.25 -4.39
25 H -0.63 4.25 -3.57
26 H -2.08 3.34 -4.17
27 H -1.03 1.11 -2.92
28 H -2.24 3.59 -1.50
29 H -3.60 2.19 -2.36
30 H -2.22 1.87 -0.84
31 H -0.54 2.18 -0.44
32 H 1.05 3.99 -2.04
33 H 1.26 3.64 -0.44
34 H 1.58 -0.85 -2.11
35 H 1.15 -1.85 -0.56
36 H 0.40 0.64 1.43
37 H 1.94 -0.18 0.97
38 H -1.05 -0.38 2.81
39 H -0.94 -1.81 5.12
40 H 0.48 -4.69 5.15
41 H 2.42 -3.90 3.68
42 H 2.57 -2.51 1.81
43 H -1.55 -0.94 1.34

Structure (SMILES): CC[C@H](C)[C@H](N)C(=O)N[C@@H](Cc1ccc(O)cc1)C(=O)O
Frontier orbital gap (eV): 9.060
ΔE to the lowest compared entry with this formula, charge and spin (kJ/mol): 941.3
LUMO (hartree): 0.009

---

7.
Entry from the Open Molecules 2025 dataset: a cluster of 3 separate species, C21H43FN4O4P in total (ωB97M-V/def2-TZVPD).

Geometry (Å):
1 O 4.65 5.57 -0.89
2 C 4.12 4.68 -1.61
3 N 3.49 4.17 -2.69
4 N 2.45 3.34 -2.23
5 C 1.14 3.76 -2.89
6 C -0.13 3.03 -2.16
7 F -1.19 3.98 -1.82
8 P 2.93 1.64 -2.65
9 O 3.53 1.69 -4.10
10 H 2.32 3.49 -1.21
11 H 1.01 4.92 -2.84
12 H 1.15 3.51 -4.03
13 H 0.28 2.53 -1.18
14 H -0.53 2.23 -2.90
15 H 4.04 1.27 -1.79
16 H 1.84 0.72 -2.52
17 C 5.17 -4.41 -0.04
18 C 4.80 -2.91 -0.13
19 C 5.55 -2.11 0.96
20 C 4.96 -2.27 2.36
21 C 3.46 -2.00 2.36
22 C 2.70 -2.84 1.32
23 N 3.31 -2.76 -0.05
24 O 2.98 -1.54 -0.57
25 C 2.65 -4.32 1.79
26 C 1.21 -2.41 1.33
27 C 5.37 -2.47 -1.51
28 H 4.39 -5.04 -0.48
29 H 6.09 -4.64 -0.59
30 H 5.35 -4.75 0.98
31 H 5.54 -1.04 0.71
32 H 6.60 -2.41 0.98
33 H 5.17 -3.27 2.75
34 H 5.46 -1.57 3.04
35 H 3.06 -2.18 3.36
36 H 3.31 -0.93 2.16
37 H 2.19 -4.96 1.03
38 H 2.05 -4.41 2.70
39 H 3.62 -4.73 2.05
40 H 1.07 -1.35 1.12
41 H 0.75 -2.60 2.31
42 H 0.63 -2.98 0.58
43 H 4.87 -2.99 -2.33
44 H 6.44 -2.69 -1.58
45 H 5.28 -1.39 -1.68
46 C -4.37 2.97 -0.53
47 C -4.21 1.43 -0.57
48 C -5.42 0.78 -1.28
49 C -6.68 0.72 -0.41
50 C -6.38 0.09 0.94
51 C -5.21 0.78 1.68
52 N -3.99 0.92 0.82
53 O -3.41 -0.32 0.72
54 C -5.67 2.17 2.18
55 C -4.92 0.00 2.99
56 C -2.97 1.21 -1.49
57 H -3.79 3.41 0.28
58 H -4.02 3.45 -1.45
59 H -5.41 3.29 -0.42
60 H -5.17 -0.24 -1.58
61 H -5.65 1.33 -2.20
62 H -7.11 1.72 -0.28
63 H -7.44 0.13 -0.93
64 H -7.28 0.12 1.56
65 H -6.15 -0.97 0.78
66 H -4.83 2.72 2.63
67 H -6.44 2.07 2.95
68 H -6.11 2.79 1.41
69 H -4.69 -1.06 2.81
70 H -5.79 0.01 3.65
71 H -4.08 0.44 3.53
72 H -2.06 1.64 -1.04
73 H -3.11 1.70 -2.46
74 H -2.78 0.16 -1.71

2S+1: 3
Frontier orbital gap (spin up / spin down) (eV): 5.191 / 5.828
Total charge: +1
LUMO (spin up / spin down) (hartree): -0.208 / -0.208